1.
ORCA calculation (wB97M-V/def2-TZVPD) on a 7-piece molecular cluster, C32H66ClN2O18S6 overall.

The geometry in XYZ format:
```
125
Properties=species:S:1:pos:R:3:forces:R:3:lowdin_charge:R:1
H 8.976601 -0.234160 3.318991 -0.15 -0.06 -0.07 0.12
H 6.408976 0.474939 -0.548324 0.03 0.05 0.15 0.08
H -8.128730 6.238376 5.315574 0.02 0.01 -0.02 0.07
O 5.550636 -0.644143 4.139355 -0.15 0.19 -0.26 -0.27
O 0.877194 -1.702286 3.683018 -0.03 -0.05 -0.10 -0.26
H -1.976671 -2.590823 1.920847 0.00 0.05 0.01 0.08
C 5.307495 -0.170482 -2.272596 0.24 -0.09 0.48 -0.24
H -7.562159 5.036373 6.465235 0.07 -0.01 0.02 0.09
S -8.396512 2.176864 -1.229861 -0.12 0.61 -0.16 0.58
Cl 4.681350 -1.356191 -4.624228 0.19 0.10 0.06 0.75
H 4.543630 0.586284 -2.427578 -0.17 0.01 -0.12 0.12
H -6.449443 6.280124 5.859238 0.05 -0.05 -0.02 0.08
C 1.497682 0.169131 5.171830 -0.31 0.01 -0.06 -0.06
H 1.825753 -3.422358 -0.182075 0.00 -0.07 0.08 0.18
C 2.368163 -1.820947 -2.845683 -0.61 -0.07 0.24 0.00
C -9.757523 2.553666 2.975204 0.07 -0.12 0.02 -0.12
O 7.913985 3.776863 2.313171 0.05 -0.11 0.14 -0.28
S -0.397659 -1.182574 2.894185 0.02 -0.59 0.22 0.56
H 5.656816 -3.439114 3.759649 -0.01 0.01 0.01 0.08
C 3.485193 -2.670187 -1.170542 0.76 0.02 0.16 -0.04
H 2.339246 0.800488 5.456108 0.06 -0.07 -0.03 0.09
O 5.609529 3.981888 1.490889 0.00 0.14 -0.07 -0.26
C -6.862106 4.708996 4.453340 0.33 0.40 0.17 -0.25
H 9.642681 -1.387680 4.464123 -0.13 -0.20 -0.05 0.12
O 1.343251 -4.397098 -9.142923 -0.03 0.19 0.02 -0.27
H -7.110843 3.796219 -0.168247 -0.04 -0.04 0.04 0.08
O 0.051788 -0.487629 1.722306 -0.01 0.20 -0.09 -0.29
C -0.012052 -2.497422 -2.156261 0.11 0.33 0.62 -0.10
O -10.053793 4.807127 4.256685 -0.05 0.18 -0.12 -0.27
C -3.963201 0.513871 -1.552392 0.51 -0.39 -0.41 -0.06
H 8.128731 -0.467943 6.259380 0.08 -0.01 0.02 0.09
C 4.890864 -1.501162 -2.861355 0.05 0.67 -0.53 -0.61
H 4.790223 -2.723570 2.374353 -0.02 0.07 0.04 0.06
C 8.407646 0.113708 5.380916 -0.31 -0.04 -0.03 -0.06
S -9.153462 4.156594 3.357800 0.09 -0.38 0.15 0.57
H -1.184562 -3.353912 3.324836 -0.01 0.01 0.01 0.08
H -8.717457 4.417177 -0.614320 0.01 -0.03 0.07 0.07
C -4.477736 0.130901 -2.789183 -0.01 0.17 0.40 -0.08
C 5.303924 2.581543 1.633833 -0.13 -0.53 0.11 -0.26
C -3.753799 -0.713221 -3.615618 -0.17 0.13 0.01 -0.07
H -2.301286 0.322796 -0.219199 0.08 0.04 0.10 0.11
H -10.561803 0.045939 -1.381022 0.01 -0.01 -0.03 0.07
H 3.347061 -4.287446 -7.580177 -0.11 -0.04 -0.07 0.12
H 5.991551 6.621174 1.574205 -0.01 -0.01 0.03 0.08
H -9.050756 2.066061 2.310804 -0.04 0.00 -0.04 0.05
O -0.141659 -4.524748 -7.161286 -0.04 0.13 -0.05 -0.28
H -0.321799 -3.245621 1.759190 0.01 -0.02 0.02 0.05
S 6.422192 -1.287520 3.205055 0.26 -0.52 0.38 0.56
H 7.568303 0.763103 5.135384 0.04 0.03 -0.02 0.07
H 0.068006 -0.421819 -1.554792 0.09 0.11 0.09 0.13
H -10.715209 2.681743 2.476166 0.01 0.06 -0.02 0.08
H -0.825685 -6.370870 -9.219319 0.01 0.06 0.00 0.08
H 0.790817 -7.122716 -9.332494 0.02 0.02 0.00 0.08
N 2.202902 -2.933444 -0.976508 -0.36 0.17 -0.34 0.19
C -2.506533 -1.195738 -3.233326 -0.10 0.31 0.46 -0.04
H 2.115915 -4.700805 -4.798971 0.04 -0.03 -0.01 0.09
H -0.173908 -7.278732 -7.828942 0.00 0.02 0.02 0.08
C 4.460188 2.288907 2.857947 0.00 0.19 0.16 -0.06
S 6.734830 4.576805 2.450818 -0.16 0.17 -0.24 0.57
C 6.951223 6.114238 1.625430 -0.01 0.02 -0.08 -0.12
C -7.275414 5.620856 5.591377 -0.23 0.01 -0.04 -0.07
H 3.568771 2.917266 2.877161 -0.01 -0.02 -0.09 0.09
H 9.261646 0.743302 5.627144 0.05 -0.05 -0.03 0.09
O -7.853775 3.704343 4.157913 -0.05 -0.12 -0.06 -0.26
C 5.764706 -2.880121 2.834062 0.03 -0.08 -0.06 -0.12
O -8.976183 1.667329 -0.025078 0.09 -0.28 0.07 -0.28
H 3.363239 -3.488319 -5.172862 -0.02 -0.23 -0.14 0.01
H 1.755526 -3.368627 -5.889793 0.02 0.00 -0.01 0.07
H 5.015017 2.483873 3.774166 0.02 -0.05 0.00 0.08
H 6.188117 0.141686 -2.823972 0.08 0.04 -0.18 0.11
H -4.187545 -0.985804 -4.565200 0.09 -0.14 -0.14 0.10
H -1.964726 -1.854714 -3.890539 0.01 -0.10 -0.18 0.09
H 6.159188 -1.244529 -0.574528 0.05 -0.09 0.11 0.07
C -1.028484 -2.761054 2.427868 -0.02 -0.02 -0.03 -0.12
H 4.305047 -2.953507 -0.541021 0.04 -0.10 0.19 0.16
H -5.966200 4.153832 4.724870 -0.10 -0.18 -0.05 0.12
H 6.437018 -3.387775 2.147274 0.03 -0.01 0.03 0.07
H -11.583989 -0.159788 -2.805658 0.00 0.05 -0.06 0.08
H 3.820263 -5.556533 -6.460574 -0.11 -0.15 -0.06 0.12
O 1.963374 -5.797234 -7.222884 -0.06 -0.14 -0.03 -0.26
H 2.778451 -1.296053 4.283352 -0.11 -0.20 -0.08 0.11
H -6.635082 5.276411 3.549121 -0.12 -0.05 -0.05 0.11
H -9.327212 0.785633 -3.433036 0.10 0.07 0.10 0.11
C -2.713614 0.039431 -1.178611 -0.23 -0.01 0.03 -0.04
H -7.449910 4.225124 -1.870990 -0.01 -0.03 -0.02 0.08
C -0.625651 -1.255869 -1.474287 -0.57 -0.34 -0.55 -0.13
O 6.792557 -0.636456 1.981647 -0.17 0.22 0.03 -0.28
H -0.365491 -3.392474 -1.650412 -0.11 -0.21 -0.08 0.13
H -4.514725 1.168327 -0.898497 -0.15 0.07 0.05 0.10
O -9.546754 2.499732 -2.272183 0.06 0.07 0.06 -0.26
H -5.453279 0.501382 -3.059353 -0.10 -0.06 -0.21 0.08
C 2.995478 -4.911371 -6.756866 0.33 0.33 0.18 -0.25
H 4.161020 1.240723 2.864654 0.04 -0.02 -0.06 0.05
H -11.831965 1.215540 -1.711324 -0.04 0.00 -0.07 0.09
O -7.365498 1.435066 -1.895934 0.02 -0.20 0.10 -0.28
H 7.653521 6.696906 2.217117 0.01 -0.04 0.04 0.08
O -1.318384 -0.578649 3.798283 0.00 0.25 -0.13 -0.25
C -10.123677 1.400997 -3.011879 -0.27 -0.45 -0.24 -0.25
H 6.229304 2.002698 1.642953 0.05 0.09 0.04 0.10
H 2.139081 -0.135818 3.127240 -0.15 -0.07 -0.07 0.10
C -7.867260 3.829181 -0.949108 0.02 0.05 -0.10 -0.11
H 7.351869 5.928804 0.632940 0.00 -0.02 0.00 0.08
C 1.893143 -0.722857 4.013989 0.52 0.45 0.31 -0.25
C 8.759667 -0.799736 4.225807 0.48 0.49 0.21 -0.23
H 0.660216 0.814285 4.909514 0.02 0.02 -0.02 0.08
N 3.629738 -1.989882 -2.296036 -0.70 -0.20 -0.29 -0.03
O 6.171038 4.810067 3.742682 0.12 -0.06 0.11 -0.27
H -10.652290 1.864283 -3.842067 0.08 0.19 0.06 0.12
C 0.074969 -6.640917 -8.672676 0.03 -0.08 0.00 -0.12
H 4.758617 2.310987 0.729781 0.02 0.23 -0.07 0.11
H 1.193261 -0.429601 6.029680 0.08 -0.01 0.02 0.09
H -0.752654 -1.495573 -0.425026 0.22 0.23 0.27 0.08
H 2.103421 -1.308186 -3.746840 0.53 0.14 -0.27 0.13
C -11.082544 0.576149 -2.177276 0.11 0.03 0.23 -0.07
O 7.720189 -1.778580 3.949957 -0.10 -0.05 -0.14 -0.25
C 2.534620 -4.067909 -5.584396 -0.21 0.09 0.10 -0.10
C -1.980709 -0.818877 -1.999325 -0.03 -0.01 -0.01 -0.22
O -8.736472 4.816567 2.153865 -0.03 0.17 -0.03 -0.29
S 0.775596 -5.147162 -8.067369 0.03 -0.32 0.03 0.57
C 1.462239 -2.413281 -2.028930 0.51 -0.33 -0.03 -0.19
C 5.679565 -0.291739 -0.788836 0.03 0.23 -0.39 -0.10
H 4.835957 -0.143720 -0.122011 -0.15 -0.14 0.09 0.07
H 5.684256 -2.224003 -2.723119 -0.12 -0.35 0.24 0.12
H -9.886242 1.993511 3.897589 0.00 0.07 0.04 0.08
H -0.271960 -2.597110 -3.202152 0.04 0.10 -0.18 0.11
```
Forces are in eV/Å.

DFT total energy: -5571.7874 Ha
charge: +1
HOMO energy: -10.885 eV
multiplicity: 1
strongest force on any atom: 0.9 eV Å⁻¹



2.
ORCA calculation (wB97M-V/def2-TZVPD) on a 4-piece molecular cluster, C32H67Br2ClN4O9P overall.

The geometry in XYZ format:
```
116
Properties=species:S:1:pos:R:3:forces:R:3:lowdin_charge:R:1
H 8.710522 0.244514 -0.592164 -0.01 0.05 0.06 0.08
H -5.878233 -4.491129 1.001826 -0.55 -0.80 -0.72 0.08
H -3.188785 4.838032 6.026621 0.08 -0.02 0.03 0.09
C 0.063698 -1.378347 0.953902 -3.95 -3.99 3.08 -0.10
N 0.071057 1.090311 0.549760 -0.84 3.55 -3.54 0.03
O -2.263890 4.549542 8.401920 0.01 -0.42 -0.27 -0.19
H 7.363173 0.628919 2.870190 0.07 0.03 -0.12 0.13
H -0.275991 0.075579 -3.108583 0.11 -0.57 2.04 0.14
H -4.498797 -2.616033 0.242382 -0.33 0.38 -1.09 0.11
H 4.549292 1.262172 -1.090974 0.25 -0.80 -1.83 0.08
H -1.567163 -3.016725 1.719861 2.39 1.39 -0.29 0.08
C -6.044530 -4.878518 -0.956723 0.27 1.93 -0.12 -0.34
O -3.072137 0.388798 -8.000397 -0.29 -0.02 0.50 -0.19
C 2.440642 -1.232572 2.310015 1.04 0.38 0.58 -0.13
H 7.378438 -1.854020 2.449041 0.09 -0.04 0.05 0.09
H -4.850718 0.828078 -8.956184 -0.09 -0.04 0.00 0.09
C -3.174447 1.069390 -6.752249 0.46 -0.22 -0.20 -0.20
C 0.899915 -0.088841 0.357436 -0.33 -5.52 -0.18 -0.30
H -2.430894 1.873384 -6.764953 -0.02 -0.01 0.03 0.12
C 3.457867 -0.248947 -2.504603 1.89 1.31 0.58 -0.65
C 0.283602 2.135223 1.531210 -1.52 2.22 1.71 -0.61
C -0.622755 1.611481 -0.627663 -0.21 -3.81 0.92 -0.16
C 6.985968 0.835459 1.861773 -0.11 0.09 -0.49 -0.20
C -0.654212 -2.328217 1.527503 2.52 5.22 -3.75 0.11
H -1.457463 2.631907 8.498425 -0.02 0.01 -0.13 0.13
H 0.625044 -2.834570 -3.517737 1.55 0.09 0.40 0.05
H -4.174714 -0.787343 -9.259864 0.08 0.12 0.03 0.09
H -4.271804 -2.753864 -6.209376 0.05 0.11 0.11 0.10
H 5.970343 1.234219 1.961154 0.00 0.04 0.03 0.11
H 5.660549 0.381531 -2.392228 -1.53 0.74 0.56 0.08
H -0.365411 -0.450229 3.560489 -0.63 1.69 -0.45 0.06
H -3.414662 0.025258 -2.407363 -0.26 -0.56 1.65 0.12
H -2.898159 -1.965029 -7.004561 -0.02 0.05 0.08 0.09
H 0.382397 3.105607 -1.593337 -0.95 0.30 1.42 0.14
H -1.738989 0.616738 2.760722 1.74 -0.21 1.10 0.10
H -2.909338 0.722699 -4.650292 0.00 0.07 0.01 0.10
H -4.162511 1.530752 -6.638927 0.04 -0.13 0.06 0.13
O -2.330707 -0.030658 -0.596017 -1.09 -1.13 1.60 -0.15
H 1.689399 -1.037857 3.152729 1.05 -0.22 -1.47 0.04
C -0.831041 0.592463 3.493699 -0.63 0.40 0.63 -0.12
H -4.974169 -0.449800 -7.717904 0.04 0.03 0.06 0.08
N -4.747724 -2.676316 -0.771036 2.01 -1.06 -0.28 -0.09
O -3.836742 -0.898075 -5.463187 0.36 0.05 -0.11 -0.21
H -0.631012 2.859167 1.391838 1.83 -1.51 0.24 0.12
H -0.311560 3.978673 8.482935 0.00 -0.03 -0.04 0.13
H 1.656374 0.967076 -2.939672 0.51 -1.37 1.58 0.12
C -2.865939 0.141081 -5.577455 -0.55 0.08 -0.08 -0.21
H -3.481051 3.518394 9.712743 -0.09 -0.08 -0.01 0.09
H -4.119028 -4.356834 -2.108940 -0.95 0.56 1.73 0.13
H -3.625787 -2.308834 -2.640478 -0.44 0.50 1.83 0.12
H 10.423925 0.317448 -0.143438 -0.07 0.13 0.07 0.09
H -0.261895 2.809586 6.326051 0.05 0.00 0.03 0.10
H -4.073254 3.551275 5.194573 0.11 -0.05 -0.01 0.09
C 7.787463 -1.372226 1.555971 -0.14 -0.15 -0.08 -0.11
H -0.994702 -1.319625 -2.167855 0.99 1.75 0.61 0.11
H -0.819788 4.473848 6.101301 -0.10 -0.01 0.10 0.13
H 2.359325 1.240876 -1.275174 -0.25 -1.45 -1.26 0.10
O -2.251103 2.965764 5.916333 0.06 0.36 -0.04 -0.22
C 7.851298 1.880130 1.156826 0.33 -0.18 0.44 -0.20
C -7.128152 -3.739682 -1.428089 -0.77 -0.74 0.07 -0.09
H 3.813281 -1.223172 -2.040392 -1.07 1.14 -0.66 0.08
O 6.887434 -0.367686 1.099877 0.23 0.15 0.21 -0.22
H -6.769949 -3.177544 -2.374420 -0.46 -0.84 1.74 0.08
C 9.505016 0.901453 -0.228168 0.17 0.06 0.05 -0.11
H -8.143873 -4.225259 -1.705853 1.72 0.58 0.53 0.08
H -1.289071 0.835093 4.538831 0.96 -0.31 -1.83 0.09
O 9.206461 1.449956 1.049899 -0.45 -0.15 -0.20 -0.19
H 3.024240 -4.086763 -1.237903 -0.82 1.66 0.94 0.08
Br 1.791789 3.445545 1.134481 -0.67 -0.98 0.12 0.65
H -2.716342 -2.629987 -5.357029 0.10 -0.10 -0.04 0.08
O -6.225927 -5.240346 0.462639 0.22 0.64 -1.23 -0.10
H 3.581156 -2.568681 -0.368235 -1.34 -0.90 0.04 0.04
H 9.666381 1.710870 -0.945849 -0.01 -0.05 -0.10 0.09
C 2.082390 0.379567 -2.022758 0.32 1.49 0.37 -0.20
H -2.672561 4.308533 4.403017 -0.03 0.14 -0.05 0.08
C 1.008103 -0.522554 -1.238640 -0.16 1.14 -1.27 -0.40
H 3.145623 -0.566484 0.302408 -1.74 0.78 1.08 0.11
P 1.193160 -2.439716 -1.442172 -0.73 -1.38 -0.97 0.96
H 7.890107 -2.119836 0.767484 -0.10 0.07 0.03 0.09
H -3.745117 3.123373 7.991595 0.07 0.03 0.02 0.08
C -4.585953 -4.168486 -1.059721 -0.54 -1.23 -0.39 -0.19
H -4.463063 0.007255 -0.839567 1.79 -0.82 -0.77 0.15
H 4.479245 1.689029 -2.969024 0.35 -1.23 1.70 0.08
H -2.633858 -2.492205 -1.085834 -1.22 1.00 -0.94 0.12
H 2.409213 -2.337018 2.028543 -0.15 1.72 0.16 0.06
H 7.445225 2.128194 0.169798 -0.04 -0.11 0.02 0.12
H -1.331683 3.518079 -1.193466 0.72 -1.26 -0.73 0.17
C -1.248464 3.610806 8.053441 -0.02 0.53 -0.15 -0.19
C 2.652923 -3.204790 -0.563630 1.18 -1.21 -0.18 -0.28
Br 1.944918 1.721431 4.068746 -1.12 -0.22 -0.44 0.66
H 2.244080 -3.746185 0.385856 0.76 1.34 -1.62 0.06
O 1.540779 -2.678964 -3.149943 -1.39 0.74 1.76 -0.35
H -1.857247 -0.279383 -5.660442 -0.02 0.01 -0.14 0.12
H -0.314825 2.727689 3.623437 1.09 -1.57 -1.27 0.09
C 4.637116 0.851406 -2.171761 -0.62 -0.16 -1.14 -0.14
H 8.777136 -0.971910 1.780338 -0.04 0.08 0.00 0.09
C -0.424269 -0.309640 -2.017839 0.34 -1.18 -1.66 -0.12
C -3.513956 -0.431149 -1.354547 -1.08 -0.20 -1.27 -0.10
N -1.406024 0.595837 -1.362774 1.59 2.68 0.06 -0.09
H -6.138870 -5.802366 -1.645464 0.26 1.35 1.58 0.15
C -3.083298 3.978933 5.362735 -0.08 -0.23 -0.03 -0.10
C 2.344203 -0.193610 1.065744 1.41 -0.36 0.69 -0.16
H 7.852703 2.795923 1.756170 -0.04 -0.02 0.00 0.13
H -3.872808 -4.680547 -0.298991 -1.11 0.79 -1.21 0.13
C -1.082451 3.502754 6.537765 -0.08 -0.41 0.31 -0.20
H 2.783879 0.788929 1.464370 -1.11 -1.20 -0.78 0.05
N -0.538194 2.843611 -1.170074 0.70 -0.04 0.31 0.20
C -4.340800 -0.024166 -8.497773 0.08 0.03 -0.23 -0.10
C 0.172802 1.790070 3.121627 -1.07 0.63 0.39 -0.65
C -3.506891 3.923588 8.697326 -0.02 0.14 0.11 -0.11
Cl 3.577237 -0.485920 -4.358273 -0.41 0.09 1.56 0.54
C -3.397811 -2.120025 -6.044969 -0.16 -0.03 0.03 -0.11
H 3.495022 -1.047891 2.779372 -1.84 -0.30 -0.85 0.10
C -3.619949 -2.032041 -1.518564 1.66 0.21 0.52 -0.21
H -7.352212 -3.009611 -0.551929 0.63 -1.20 -1.70 0.08
H -4.292756 4.679811 8.639755 0.16 0.00 0.04 0.09
```
Forces are in eV/Å.

DFT total energy: -8104.4143 Ha
charge: +1
HOMO energy: -10.918 eV
multiplicity: 1
strongest force on any atom: 6.9 eV Å⁻¹



no.,orbital gap (eV)
1,8.13
2,5.55